This record from the OMol25 dataset describes C3H10N2 in the gas phase. The level of theory is wB97M-V/def2-TZVPD.

Positions of all 15 atoms, in Å:
C 1.636520 0.115980 -1.694084
N 1.067475 0.508890 -0.402893
C -0.053715 -0.413238 -0.012615
C -0.940983 0.268614 0.990200
N -1.595292 -0.777878 1.899743
H 2.332326 -0.744607 -1.745165
H 0.861740 -0.024591 -2.455470
H 2.271619 0.910701 -2.104702
H 0.642947 1.368678 -0.755637
H 0.560027 -1.244903 0.307753
H -0.702796 -0.765268 -0.827181
H -1.868079 0.695908 0.535645
H -0.509613 1.141922 1.505863
H -2.567225 -0.509951 1.986671
H -1.134951 -0.530258 2.771870

Forces on atoms 1 to 3 (eV/Å):
C 1.0825 -0.3252 -1.0414
N -1.0019 0.2763 -1.5277
C 1.5306 1.0018 -0.5606

Summary:
- energy (eV) = -6252.0970
- LUMO energy (eV) = 1.1
- Kohn-Sham gap (eV) = 10.43
- net charge = 0
- energy relative to the best compared isomer or geometry (same formula, charge and spin) (kcal per mole) = 30.7
- SMILES string = CNCCN

Results of the Mulliken charge analysis, in e, for atoms 1 through 2: -0.937, -0.466